{
  "formula": "C18H27BNO13P2",
  "method": "ωB97M-V/def2-TZVPD",
  "symbols": ["C", "B", "O", "P", "C", "C", "N", "C", "C", "O", "C", "O", "P", "O", "O", "H", "H", "H", "H", "H", "H", "H", "H", "H", "H", "H", "H", "H", "H", "H", "H", "H", "H", "H", "C", "C", "C", "O", "C", "C", "C", "O", "O", "O", "H", "H", "H", "H", "C", "C", "C", "O", "C", "C", "C", "O", "O", "O", "H", "H", "H", "H"],
  "positions_angstrom": [[1.7602, 4.4387, 3.8530], [1.8696, 3.1348, 2.9027], [1.9410, 1.8661, 3.5596], [1.9368, 3.3688, 0.9273], [0.0204, 3.1345, 0.8128], [-0.7806, 4.4203, 0.4335], [-2.2502, 4.1330, 0.6286], [2.1397, 3.6685, -0.9804], [3.2928, 4.6737, -1.2492], [2.9853, 6.0129, -0.7856], [3.8917, 6.4627, 0.1025], [3.5782, 7.2658, 0.9050], [2.3736, 1.1668, 0.7067], [1.4734, 0.4538, -0.5475], [4.0116, 1.0867, 0.1706], [1.3171, 4.1519, 4.8310], [2.7366, 4.9399, 3.9998], [1.0840, 5.1980, 3.4108], [2.8019, 1.8038, 4.0019], [3.3934, 3.6374, 1.1023], [1.7072, 4.7901, 1.1613], [-0.3236, 2.8555, 1.8409], [-0.3170, 2.3208, 0.1370], [-0.5323, 5.2638, 1.0951], [-0.6964, 4.6760, -0.6374], [-2.4651, 3.4368, -0.0884], [-2.3349, 3.5993, 1.4946], [2.4785, 2.7332, -1.4817], [1.2184, 4.0128, -1.4856], [3.5475, 4.6972, -2.3328], [4.2103, 4.3065, -0.7490], [4.9436, 6.1052, 0.0955], [1.9344, 0.5035, -1.4004], [4.5446, 1.1487, 0.9735], [0.2352, -4.9541, -1.6294], [0.8874, -5.1687, -2.7764], [1.5098, -4.0477, -3.5510], [2.1083, -4.3093, -4.5824], [1.3652, -2.6977, -3.0367], [0.7078, -2.4735, -1.8853], [0.1089, -3.6015, -1.0981], [-0.4642, -3.3618, -0.0508], [0.5600, -1.2501, -1.3927], [1.0217, -6.3957, -3.2960], [-0.2159, -5.7563, -1.0612], [1.8042, -1.8966, -3.6145], [0.0598, -1.3522, -0.5613], [1.5319, -6.2741, -4.1203], [-5.4498, -3.8882, -0.0913], [-4.1344, -3.9599, 0.1591], [-3.4990, -5.2372, 0.6360], [-2.3024, -5.2701, 0.8348], [-4.3666, -6.3967, 0.8454], [-5.6765, -6.3153, 0.5967], [-6.3038, -5.0527, 0.0968], [-7.5016, -5.0414, -0.1308], [-6.4997, -7.3578, 0.7801], [-3.3370, -2.9015, -0.0062], [-5.9206, -2.9784, -0.4365], [-3.9033, -7.3049, 1.2049], [-7.3869, -7.0372, 0.5276], [-2.4303, -3.1874, 0.2315]],
  "mulliken_charge": [-1.027, 0.746, -0.456, 0.527, -1.200, -0.323, -0.814, -0.666, -0.742, -0.314, 0.190, -0.480, -0.381, 0.028, -0.513, 0.221, 0.364, 0.252, 0.237, -0.089, -0.167, 0.354, 0.195, 0.269, 0.300, 0.287, 0.310, 0.081, 0.310, 0.354, 0.366, 0.383, 0.153, 0.309, -1.050, 0.398, 0.853, -0.645, -0.941, 0.251, 1.165, -0.735, -0.421, -0.589, 0.495, 0.447, 0.340, 0.351, -0.859, 0.408, 0.936, -0.540, -1.038, 0.371, 1.001, -0.631, -0.580, -0.539, 0.438, 0.413, 0.349, 0.291],
  "homo_ha": -0.1028,
  "de_lowest_kj_mol": 0.0,
  "total_charge": -1,
  "gap_ev": 2.8
}

{
  "formula": "C18H27CaN9",
  "method": "ωB97M-V/def2-TZVPD",
  "symbols": ["Ca", "C", "C", "N", "H", "H", "H", "C", "C", "N", "H", "H", "H", "C", "C", "N", "H", "H", "H", "C", "C", "N", "H", "H", "H", "C", "C", "N", "H", "H", "H", "C", "C", "N", "H", "H", "H", "C", "C", "N", "H", "H", "H", "C", "C", "N", "H", "H", "H", "C", "C", "N", "H", "H", "H"],
  "positions_angstrom": [[-0.0228, 0.0846, 0.2533], [3.8242, -5.3381, -0.7848], [4.2610, -5.9548, -2.0847], [4.5897, -6.4407, -3.1065], [3.3630, -4.3567, -0.8954], [4.7874, -5.3414, -0.2746], [3.1324, -5.9145, -0.1707], [7.0340, 3.0024, -0.6217], [5.9873, 2.0654, -0.2926], [5.1359, 1.3278, 0.0508], [6.7375, 3.9944, -0.2809], [7.2591, 3.0503, -1.6871], [7.9461, 2.8332, -0.0495], [2.3268, -4.5597, 6.5839], [2.0101, -3.8863, 5.3510], [1.8467, -3.2776, 4.3468], [3.3602, -4.4052, 6.8944], [2.2715, -5.6357, 6.4193], [1.6211, -4.2302, 7.3465], [2.0787, 3.7884, 6.7351], [1.4361, 3.3133, 5.4995], [0.8930, 3.0051, 4.5099], [3.1660, 3.7251, 6.6925], [1.7976, 3.1139, 7.5440], [1.6234, 4.7047, 7.1108], [-5.5722, -5.0448, -1.8127], [-4.1895, -4.6853, -1.4723], [-3.1202, -4.3909, -1.1224], [-5.9112, -4.5313, -2.7124], [-6.2516, -4.7806, -1.0022], [-5.6025, -6.1273, -1.9372], [0.3923, 6.5106, -3.9905], [0.6004, 5.4576, -2.9347], [0.7652, 4.6540, -2.1148], [-0.5814, 6.3923, -4.4658], [1.1918, 6.4017, -4.7233], [0.3822, 7.5072, -3.5491], [-6.3006, 3.2749, -2.4683], [-5.1296, 2.3950, -2.4447], [-4.1251, 1.7400, -2.4055], [-5.9949, 4.3198, -2.4154], [-6.9595, 3.1337, -1.6116], [-6.8774, 3.2586, -3.3931], [-6.7188, 1.8172, 4.0073], [-5.5848, 1.1263, 3.3870], [-4.7199, 0.6421, 2.8138], [-6.4023, 2.8249, 4.2765], [-7.1656, 1.2500, 4.8239], [-7.4951, 1.9027, 3.2469], [2.2676, -2.4261, -7.2913], [1.8420, -1.9463, -5.9853], [1.5138, -1.5265, -4.9109], [1.5901, -3.1747, -7.7019], [3.2007, -2.9652, -7.1275], [2.4902, -1.6774, -8.0517]],
  "mulliken_charge": [1.954, -0.670, 0.278, -0.339, 0.203, 0.243, 0.284, -0.753, 0.344, -0.399, 0.265, 0.272, 0.277, -0.713, 0.332, -0.419, 0.278, 0.267, 0.260, -0.741, 0.303, -0.384, 0.274, 0.272, 0.282, -0.707, 0.312, -0.395, 0.269, 0.266, 0.260, -0.691, 0.273, -0.375, 0.267, 0.259, 0.273, -0.755, 0.371, -0.419, 0.269, 0.260, 0.282, -0.706, 0.284, -0.372, 0.262, 0.280, 0.258, -0.740, 0.347, -0.419, 0.269, 0.264, 0.284],
  "homo_ha": -0.5342,
  "total_charge": 2,
  "gap_ev": 4.7
}

{
  "formula": "C18H27Cl6F9O6",
  "method": "ωB97M-V/def2-TZVPD",
  "symbols": ["C", "C", "O", "C", "O", "C", "F", "F", "F", "H", "H", "H", "H", "H", "C", "C", "O", "C", "O", "C", "F", "F", "F", "H", "H", "H", "H", "H", "C", "C", "O", "C", "O", "C", "F", "F", "F", "H", "H", "H", "H", "H", "Cl", "C", "C", "Cl", "H", "H", "H", "H", "Cl", "C", "C", "Cl", "H", "H", "H", "H", "Cl", "C", "C", "Cl", "H", "H", "H", "H"],
  "positions_angstrom": [[-5.1216, 2.6785, -18.2001], [-3.6714, 2.4833, -18.5744], [-3.0357, 3.7652, -18.6799], [-1.7505, 3.7726, -18.9607], [-1.0291, 2.8357, -19.1054], [-1.2076, 5.2187, -19.1333], [-2.1555, 6.1600, -19.0733], [-0.3031, 5.4792, -18.1795], [-0.5995, 5.3121, -20.3181], [-5.6548, 1.7330, -18.2557], [-5.5826, 3.4486, -18.8178], [-5.1741, 3.0388, -17.1704], [-3.5236, 1.8933, -19.4806], [-3.1700, 1.9025, -17.7928], [0.1730, -3.1457, -17.5328], [1.5602, -2.6488, -17.8686], [1.5038, -1.2510, -18.0860], [2.6272, -0.6947, -18.5157], [3.6366, -1.2626, -18.7920], [2.4657, 0.8411, -18.5498], [1.2554, 1.2286, -18.9449], [2.6939, 1.3098, -17.3123], [3.3611, 1.3848, -19.3758], [-0.5441, -2.6814, -18.2193], [-0.1444, -2.7494, -16.5640], [0.0824, -4.2207, -17.6270], [1.9358, -3.1852, -18.7497], [2.3126, -2.9147, -17.1203], [-4.1924, -0.8962, -16.7044], [-5.6876, -1.0952, -16.8797], [-6.2152, -1.5880, -15.6214], [-7.2279, -2.4236, -15.6334], [-7.7827, -2.8755, -16.5862], [-7.6738, -2.7830, -14.1954], [-8.8662, -2.2258, -13.9426], [-7.8079, -4.1150, -14.0961], [-6.8229, -2.3871, -13.2632], [-3.7058, -1.0048, -17.6752], [-3.8014, -1.7217, -16.1026], [-3.9261, 0.0250, -16.1967], [-5.9938, -1.7160, -17.7150], [-6.1599, -0.1129, -16.9690], [-8.8193, -0.2252, -20.4260], [-8.4608, 1.4776, -20.8958], [-7.5163, 2.1857, -19.9668], [-7.9391, 2.0138, -18.2396], [-9.4369, 1.9450, -21.0025], [-8.0600, 1.3900, -21.9034], [-7.5213, 3.2408, -20.2371], [-6.5033, 1.8031, -20.0323], [1.8221, 5.5698, -24.1147], [2.2544, 5.8680, -22.4188], [2.3750, 4.5948, -21.6098], [3.6542, 3.5265, -22.2377], [1.5021, 6.5324, -22.0048], [3.2245, 6.3611, -22.4680], [1.4453, 4.0352, -21.6706], [2.6697, 4.8275, -20.5917], [-6.3883, 0.2336, -23.6836], [-6.0680, -1.3497, -22.9265], [-4.7594, -1.3713, -22.1923], [-4.7884, -0.2975, -20.7814], [-6.0471, -2.0839, -23.7303], [-6.9208, -1.5571, -22.2849], [-3.9737, -1.0293, -22.8618], [-4.5532, -2.3937, -21.8840]],
  "mulliken_charge": [-0.078, -0.064, -0.252, 0.346, -0.546, 0.882, -0.253, -0.256, -0.250, -0.734, 0.337, 0.375, 0.220, 0.164, -1.149, -0.256, -0.193, 0.263, -0.514, 0.968, -0.209, -0.271, -0.247, 0.269, 0.293, 0.400, 0.314, 0.345, -1.034, 0.053, -0.288, 0.390, -0.531, 0.853, -0.248, -0.253, -0.240, 0.265, 0.432, 0.275, 0.410, -0.082, -0.191, -0.393, 0.136, -0.169, 0.370, 0.120, 0.364, -0.126, -0.194, -0.423, -0.330, -0.191, 0.292, 0.340, 0.215, 0.298, -0.203, -0.371, -0.596, -0.033, 0.359, 0.204, 0.298, 0.318],
  "homo_ha": -0.3880,
  "de_lowest_kj_mol": 52.9,
  "smiles": "CCOC(=O)C(F)(F)F.CCOC(=O)C(F)(F)F.CCOC(=O)C(F)(F)F.ClCCCl.ClCCCl.ClCCCl",
  "gap_ev": 10.7
}

{
  "formula": "C18H27ClMnNO4P2",
  "method": "ωB97M-V/def2-TZVPD",
  "symbols": ["Mn", "P", "C", "C", "N", "C", "C", "C", "C", "C", "P", "H", "H", "H", "H", "H", "H", "H", "H", "O", "H", "H", "O", "H", "C", "H", "H", "H", "C", "H", "H", "H", "C", "H", "H", "H", "C", "H", "H", "H", "Cl", "C", "C", "C", "C", "C", "C", "C", "O", "O", "H", "H", "H", "H"],
  "positions_angstrom": [[-0.1626, -0.2417, 0.0948], [0.3983, 2.0883, 0.9204], [2.2386, 1.9452, 0.9347], [2.7595, 0.7870, 0.1513], [1.9549, -0.2337, -0.2307], [2.4884, -1.3063, -0.8692], [3.8618, -1.4513, -0.8666], [4.7026, -0.4441, -0.3998], [4.1388, 0.7383, 0.0263], [1.5999, -2.3266, -1.5590], [0.0542, -1.4941, -2.1102], [4.7357, 1.5976, 0.3258], [4.2462, -2.3829, -1.2563], [5.7774, -0.5748, -0.4103], [2.0838, -2.7763, -2.4451], [1.3060, -3.1769, -0.9118], [2.6049, 2.9019, 0.5585], [2.6325, 1.7901, 1.9613], [2.2619, 4.4635, -4.6059], [3.1124, 4.1125, -4.2681], [3.1450, 4.4224, -3.3441], [-0.1451, 2.4326, -3.6555], [-1.0128, 2.1434, -4.0653], [-0.8343, 2.4443, -4.9888], [0.4682, -0.9573, -3.7940], [0.7931, -1.8009, -4.4250], [-0.4270, -0.4845, -4.2190], [1.2700, -0.2069, -3.7640], [-1.1388, -2.8333, -2.3230], [-2.0784, -2.3682, -2.6475], [-0.8005, -3.5757, -3.0583], [-1.3140, -3.3004, -1.3469], [0.2735, 2.1917, 2.7331], [0.7247, 3.1268, 3.1008], [-0.7665, 2.0769, 3.0671], [0.8255, 1.3361, 3.1424], [-0.2101, 3.7002, 0.3210], [-1.2749, 3.7609, 0.5899], [0.3171, 4.5699, 0.7409], [-0.1683, 3.7502, -0.7748], [-6.1631, -2.6714, 5.4576], [-4.9472, -2.2546, 4.3383], [-5.2843, -2.0004, 2.9977], [-4.2945, -1.6142, 2.0899], [-2.9820, -1.4995, 2.5404], [-2.6329, -1.7784, 3.8491], [-3.6174, -2.1328, 4.7631], [-1.9043, -1.1154, 1.6137], [-2.2200, -0.6974, 0.4341], [-0.6640, -1.1516, 1.9584], [-6.3130, -2.0983, 2.6732], [-4.4905, -1.4029, 1.0381], [-1.5854, -1.7167, 4.1247], [-3.3428, -2.3104, 5.7926]],
  "mulliken_charge": [-0.116, 1.073, -1.413, 0.696, 0.164, 0.468, -0.880, -0.526, -0.747, -0.957, 0.710, 0.510, 0.518, 0.468, 0.579, 0.406, 0.512, 0.447, 0.322, -0.631, 0.311, 0.278, -0.600, 0.335, -1.190, 0.431, 0.440, 0.381, -1.254, 0.395, 0.445, 0.387, -1.451, 0.420, 0.418, 0.445, -1.115, 0.394, 0.443, 0.346, -0.147, 0.344, -0.699, -0.287, 0.118, -0.366, -0.683, 1.696, -0.749, -0.827, 0.430, 0.432, 0.443, 0.432],
  "homo_ha": [-0.5043, -0.5050],
  "multiplicity": 5,
  "total_charge": 2,
  "gap_ev": [4.2, 6.6]
}

{
  "formula": "C18H27ClN2O2",
  "method": "ωB97M-V/def2-TZVPD",
  "symbols": ["C", "H", "C", "C", "C", "H", "H", "C", "C", "O", "N", "N", "C", "C", "C", "C", "C", "C", "C", "H", "H", "Cl", "H", "H", "C", "H", "H", "H", "H", "C", "C", "C", "C", "H", "H", "H", "H", "H", "H", "H", "H", "H", "O", "H", "H", "H", "H", "H", "H", "H"],
  "positions_angstrom": [[5.3081, -1.9781, 2.1829], [4.9845, -2.9158, 1.7765], [4.1379, -0.9398, 1.7460], [3.0179, -1.1816, 2.6357], [2.3973, -2.4260, 2.2323], [1.4820, -2.5567, 3.1645], [2.9283, -3.3426, 2.6619], [1.5932, -2.5863, 0.8555], [0.7158, -1.3589, 0.7197], [-0.1036, -0.8753, 1.6121], [0.7153, -0.8221, -0.3983], [0.1392, 0.1855, -1.0210], [0.0465, 1.5066, -0.3955], [-1.0769, 2.3625, -1.0171], [-1.7197, 3.2578, -0.4435], [-2.5708, 4.1852, -0.8689], [-2.4853, 4.3232, -2.3435], [-1.7692, 3.3140, -3.0139], [-1.1244, 2.3990, -2.5405], [-0.4674, 1.6659, -2.8457], [-1.7566, 3.2419, -4.2502], [-3.6523, 5.2195, -3.0814], [-3.3183, 4.8327, -0.4416], [-1.8802, 3.2537, 0.9165], [0.3286, 1.6153, 0.8010], [1.3461, 1.4474, 1.0995], [0.5322, 2.9618, 1.2148], [-0.3563, 1.2275, 1.7482], [1.4253, -1.1969, -0.9557], [0.6611, -3.7143, 0.8329], [-0.5192, -4.0345, 1.7407], [-1.4203, -5.0160, 1.2508], [-1.0122, -6.3800, 1.1937], [-1.6417, -7.0297, 0.9606], [-0.1502, -6.4295, 0.4282], [-0.6931, -6.7878, 2.1054], [-1.8793, -4.6676, 0.2298], [-2.4188, -4.9190, 2.3168], [-0.0507, -4.3506, 2.7669], [-1.0102, -3.1434, 2.1019], [1.3036, -4.5028, 0.9095], [0.1437, -3.8024, 0.0395], [2.5929, -2.5761, -0.0098], [3.2633, -3.2117, 0.1484], [3.3083, -1.4204, 3.7031], [2.3318, -0.2212, 2.4913], [4.7021, 0.1181, 2.1216], [4.0750, -0.8109, 0.7921], [5.5611, -2.1114, 3.0683], [6.2478, -1.9275, 1.6548]],
  "mulliken_charge": [-1.677, 0.367, -0.717, -0.321, -1.173, 0.318, 0.494, 2.552, -0.203, -0.754, 0.862, -1.769, 0.770, 0.451, 0.007, -0.786, 0.432, -0.190, -0.886, 0.586, 0.106, -0.204, 0.392, 0.030, -1.155, 0.410, 0.244, 0.305, 0.308, -2.791, -0.366, -0.024, -1.542, 0.611, 0.220, 0.361, 0.199, 0.191, 0.177, 0.461, 0.528, 1.020, -0.776, 0.569, 0.395, 0.049, 0.263, 0.708, 0.572, 0.376],
  "homo_ha": -0.3022,
  "de_lowest_kj_mol": 1728.7,
  "gap_ev": 7.8
}

{
  "formula": "C18H27ClN4O11V",
  "method": "ωB97M-V/def2-TZVPD",
  "symbols": ["V", "C", "C", "C", "C", "C", "C", "O", "N", "C", "O", "N", "C", "O", "H", "H", "H", "H", "H", "H", "H", "H", "H", "H", "H", "C", "C", "C", "O", "C", "H", "H", "H", "H", "H", "H", "H", "H", "O", "N", "O", "O", "C", "C", "C", "C", "C", "C", "N", "H", "H", "H", "H", "H", "H", "H", "H", "O", "Cl", "O", "O", "O"],
  "positions_angstrom": [[-0.9395, -0.0881, 0.1586], [-1.8921, 4.5970, 1.1566], [-2.8879, 4.2319, 0.0598], [-2.2483, 3.5046, -1.1398], [-3.3174, 3.1756, -2.1975], [-2.7617, 2.4371, -3.4113], [-1.2076, 4.4141, -1.7683], [-1.4977, 5.4985, -2.2308], [0.0832, 3.9665, -1.7521], [0.5749, 2.7783, -1.1785], [1.7671, 2.5751, -1.2189], [-0.3441, 1.9479, -0.6036], [-1.6400, 2.2197, -0.6386], [-2.4088, 1.3215, -0.1917], [-2.3940, 5.1270, 1.9660], [-1.1031, 5.2484, 0.7729], [-1.4250, 3.7130, 1.5958], [-3.3649, 5.1316, -0.3328], [-3.6627, 3.5764, 0.4607], [-3.7693, 4.1212, -2.5013], [-4.0825, 2.5719, -1.7073], [-2.0115, 3.0388, -3.9295], [-3.5580, 2.2209, -4.1238], [-2.3028, 1.4881, -3.1285], [0.7839, 4.5637, -2.1654], [3.3229, 0.3431, 1.9944], [3.6917, -0.6922, 0.9148], [2.5438, -0.5986, -0.0869], [1.4187, -0.1484, 0.6935], [1.9732, 0.8910, 1.5282], [4.0571, 1.1448, 2.0745], [3.2339, -0.1291, 2.9725], [3.7380, -1.6939, 1.3427], [4.6493, -0.4857, 0.4369], [2.2877, -1.5445, -0.5443], [2.7388, 0.1439, -0.8641], [1.2768, 1.0911, 2.3297], [2.1078, 1.7841, 0.9160], [-1.5436, 1.8845, 3.5852], [-1.8016, 1.0364, 2.7446], [-2.9064, 0.5698, 2.5503], [-0.7903, 0.6131, 2.0147], [0.0321, -2.7513, 1.8896], [-1.3369, -2.8156, 1.2943], [-2.2350, -3.8399, 1.3087], [-3.3846, -3.4006, 0.5772], [-3.1384, -2.1295, 0.1510], [-4.0350, -1.2229, -0.6255], [-1.8714, -1.7467, 0.5821], [0.1977, -3.6236, 2.5221], [0.1624, -1.8545, 2.4993], [0.8013, -2.7408, 1.1134], [-2.0899, -4.7967, 1.7874], [-4.2920, -3.9569, 0.3936], [-4.9574, -1.7517, -0.8651], [-3.5689, -0.9010, -1.5594], [-4.2835, -0.3281, -0.0523], [-1.1136, -0.3734, -1.9275], [-0.0492, -1.2269, -2.5299], [0.9836, -0.3730, -3.0255], [-0.6477, -1.9866, -3.5772], [0.4338, -2.0638, -1.4633]],
  "mulliken_charge": [0.247, -0.991, -1.326, 2.742, -1.338, -1.135, -0.346, -0.673, 0.145, -0.166, -0.704, 0.458, 0.085, -0.723, 0.460, 0.278, 0.069, 0.469, 0.421, 0.495, 0.432, 0.300, 0.491, 0.082, 0.290, -0.700, -0.619, -0.825, 0.464, -0.648, 0.345, 0.224, 0.270, 0.372, 0.458, 0.237, 0.442, 0.157, -0.684, 0.702, -0.519, -0.390, -0.999, 0.444, -0.945, -0.907, 0.422, -1.155, 1.292, 0.449, 0.129, 0.024, 0.462, 0.448, 0.408, 0.147, 0.115, -0.608, 1.961, -0.664, -0.717, -0.650],
  "homo_ha": [-0.1727, -0.1726],
  "multiplicity": 3,
  "de_lowest_kj_mol": 0.0,
  "total_charge": -1,
  "gap_ev": [6.7, 7.5]
}